# 1
13
Properties=species:S:1:pos:R:3:forces:R:3 method="wB97M-V/def2-TZVPD" relative_energy_kcal_mol=103.6 homo_lumo_gap_ev=8.64 smiles="O=c1cccc(O)[nH]1" lumo_energy_ha=-0.0004
C 0.5281 0.6054 -0.8168 -2.15 3.95 -2.11
C 1.5591 -0.1041 -0.4415 -7.00 -1.78 0.84
C 1.2394 -1.0346 0.5707 0.09 1.53 -0.43
C 0.0278 -1.2264 1.0961 3.10 5.14 -7.65
C -1.0382 -0.4197 0.7324 -3.13 -0.85 0.15
H 1.5554 1.8173 -2.2876 -5.14 -0.60 2.79
H 2.4874 -0.0341 -0.4470 8.00 1.69 -1.77
H 2.2062 -1.1010 0.9482 1.08 -2.54 1.97
H -0.0639 -1.7381 1.8174 -1.50 -7.11 9.77
H -1.4640 1.2111 -0.7536 2.39 -3.19 2.48
N -0.7153 0.4527 -0.2292 -1.00 5.13 -5.23
O 0.4823 1.7349 -1.7368 5.00 -1.76 -0.87
O -2.1836 -0.5159 1.1721 0.27 0.41 0.04

***

# 2
70
Properties=species:S:1:pos:R:3:forces:R:3 method="wB97M-V/def2-TZVPD" charge=+1 homo_lumo_gap_ev="5.75 / 5.06" lumo_energy_ha="-0.0928 / -0.1049"
C -1.4704 3.0975 -3.7462 0.04 -0.21 0.36
C -1.2207 1.8564 -3.1674 0.19 -0.34 0.49
C 0.1224 1.4130 -2.9952 -0.15 0.18 -0.38
C 1.1938 2.2364 -3.4415 -1.05 0.51 -0.15
C 0.8928 3.5237 -3.9722 0.05 -0.28 0.02
C -0.4148 3.9302 -4.1346 0.05 0.12 0.13
C 2.4842 1.6976 -3.4261 0.86 0.83 -0.04
C 2.6832 0.3164 -3.3460 0.19 -1.02 -0.06
C 1.5817 -0.4892 -2.9383 -0.03 -0.11 -0.61
C 1.6220 -1.8924 -3.1644 -0.07 0.12 0.41
C 2.8134 -2.4738 -3.5994 -0.05 -0.10 0.18
C 3.9417 -1.6906 -3.8765 -0.02 -0.22 0.05
C 3.8731 -0.3189 -3.7833 -0.17 0.09 0.16
H -2.5057 3.4283 -3.8549 0.32 -0.08 -0.06
H 1.7202 4.1515 -4.3012 -0.20 -0.08 0.08
H -0.6526 4.9083 -4.5407 0.16 -0.12 -0.04
H 3.3178 2.3462 -3.6942 -0.11 -0.18 -0.01
H 2.8629 -3.5640 -3.7147 -0.02 0.48 -0.05
H 4.8569 -2.1893 -4.1854 -0.12 0.19 -0.03
H 4.7103 0.3054 -4.0766 -0.01 -0.08 0.03
N 0.4369 0.1589 -2.4506 -0.62 -0.42 0.07
Lu -0.0526 -0.2941 -0.3392 0.75 0.21 -1.24
C -2.3844 1.0066 -2.6792 0.18 -0.03 0.06
H -2.3656 -0.0011 -3.1318 -0.07 0.36 0.16
H -3.3387 1.5081 -2.9054 0.25 -0.23 -0.17
C 0.4067 -2.7810 -2.9226 0.17 0.32 0.20
H -0.4883 -2.3990 -3.4402 0.29 -0.09 0.15
H 0.6263 -3.8051 -3.2608 -0.16 0.31 -0.03
P -2.3892 0.8029 -0.8353 0.63 -0.03 -0.65
P 0.0328 -2.8765 -1.1125 -0.12 -0.45 -0.72
C 1.3844 -3.9976 -0.5730 0.04 -0.05 0.30
H 1.3240 -4.1518 0.5150 0.04 -0.13 -0.30
H 1.3133 -4.9707 -1.0873 0.04 0.35 0.23
H 2.3609 -3.5406 -0.7867 -0.28 -0.09 -0.04
C -1.4431 -3.9554 -1.0336 -0.09 -0.19 0.16
H -1.2206 -4.9563 -1.4431 -0.19 0.37 0.12
H -1.7503 -4.0533 0.0202 0.05 -0.08 -0.37
H -2.2726 -3.4808 -1.5844 0.37 -0.22 0.17
C -2.6648 2.5212 -0.3002 -0.37 0.03 0.26
H -3.6412 2.8622 -0.6728 0.24 0.15 0.23
H -2.6408 2.5432 0.7993 -0.15 0.17 -0.29
H -1.8645 3.1729 -0.6798 -0.25 -0.28 0.03
C -3.9435 -0.0677 -0.5229 -0.31 0.19 0.11
H -4.0531 -0.1710 0.5675 -0.23 -0.03 -0.36
H -4.7616 0.5336 -0.9476 -0.04 -0.38 0.25
H -3.9035 -1.0694 -0.9807 -0.04 0.44 0.17
H 1.6623 1.4668 -0.5802 -0.19 -0.01 0.19
H 1.3112 1.6611 0.0698 0.11 0.15 -0.07
C -0.9455 0.2533 2.8049 0.19 -0.47 0.18
N -0.1302 -0.7250 1.9586 0.23 0.28 1.32
C -0.7008 -2.1036 2.1890 0.12 0.00 0.63
N -0.6862 -2.4785 3.6008 0.25 0.50 0.01
C -1.4920 -1.4951 4.3617 0.28 0.14 -0.22
N -0.9520 -0.1168 4.2141 0.40 -0.60 -0.10
C 0.4454 -0.1303 4.7191 -0.08 -0.04 -0.44
N 1.3026 -1.0764 3.9588 -0.75 -0.12 -0.23
C 1.2729 -0.6866 2.5466 -0.36 -0.29 0.51
C 0.7123 -2.4363 4.1005 -0.19 0.39 -0.26
H -1.9742 0.2629 2.4296 0.13 -0.01 -0.03
H -0.4962 1.2500 2.6969 -0.14 -0.19 -0.04
H -0.1068 -2.8349 1.6259 -0.12 0.22 0.11
H -1.7346 -2.1078 1.8261 0.16 0.00 -0.04
H -1.4611 -1.7709 5.4268 -0.13 0.12 -0.38
H -2.5278 -1.5172 3.9894 0.30 -0.02 0.19
H 0.8619 0.8813 4.5950 -0.09 -0.30 0.27
H 0.4352 -0.4394 5.7755 0.06 0.27 -0.37
H 1.9097 -1.3656 1.9668 -0.03 0.05 0.05
H 1.6475 0.3424 2.4692 -0.03 -0.19 -0.10
H 0.7120 -2.7070 5.1683 0.08 0.01 -0.46
H 1.3192 -3.1452 3.5146 -0.18 0.16 0.31

***

# 3
81
Properties=species:S:1:pos:R:3:forces:R:3 method="wB97M-V/def2-TZVPD" homo_lumo_gap_ev=6.78 smiles="CN1C(=O)[C@@H](Cc2ccccc2)N(/C=C/[C@H](c2cccc([N+](=O)[O-])c2)[C@H](c2ccc([N+](=O)[O-])cc2)S(=O)(=O)c2ccccc2)C1(C)C" lumo_energy_ha=-0.0433
C -1.5380 5.5695 1.0425 -0.05 0.34 0.07
N -1.6066 4.1197 0.9884 0.01 1.04 -0.01
C -2.7935 3.4731 0.9213 -1.12 0.90 0.26
O -3.8813 4.0383 0.9350 0.72 -0.76 -0.07
C -2.5221 1.9871 0.8863 1.19 0.55 0.75
C -3.1693 1.2812 -0.2748 -0.48 -0.42 -0.42
C -4.6595 1.1392 -0.0572 -0.14 -0.06 0.24
C -5.5490 1.5522 -1.0478 -0.26 -0.09 0.25
C -6.9280 1.5335 -0.8173 0.22 -0.29 0.56
C -7.4032 1.0835 0.4314 0.07 0.24 -0.39
C -6.5177 0.6391 1.4202 0.18 0.04 -0.25
C -5.1413 0.6523 1.1691 -0.62 0.20 -0.65
N -1.0533 1.9766 0.8179 -0.29 -0.12 0.07
C -0.4112 0.7774 0.8306 1.96 -0.60 -0.46
C 0.9057 0.5937 0.4697 -2.43 1.55 0.77
C 1.7356 -0.5818 0.6379 -2.19 -4.61 2.55
C 3.1756 -0.3122 0.7569 2.37 0.86 -0.09
C 3.7562 0.8574 0.1929 0.45 -0.72 0.70
C 5.1267 1.1700 0.4044 -1.61 -0.04 -0.62
N 5.6032 2.4530 -0.1577 1.48 1.93 -0.34
O 6.8503 2.7042 -0.1338 -3.52 -0.87 -0.08
O 4.7405 3.2477 -0.5888 1.87 -1.56 0.74
C 5.9754 0.3171 1.0567 0.12 -0.74 -0.39
C 5.4418 -0.8929 1.5382 0.06 1.46 0.05
C 4.0818 -1.1212 1.4919 -0.83 -0.94 -0.12
C -0.4286 3.3212 0.7762 0.37 -0.98 -0.29
C 0.2145 3.6409 -0.5839 0.24 0.57 -0.14
C 0.6194 3.5188 1.8786 -0.07 0.39 0.12
H -2.5439 5.9826 1.1966 0.29 -0.37 -0.09
H -0.9046 5.9008 1.8714 -0.08 -0.13 -0.05
H -1.1261 6.0012 0.1219 -0.13 -0.17 0.08
H -2.8226 1.5753 1.8689 -0.12 0.04 -0.51
H -2.9783 1.8392 -1.2095 0.01 -0.23 0.35
H -2.7077 0.2871 -0.3713 -0.13 0.33 0.00
H -5.1371 1.8938 -1.9973 -0.21 0.04 0.18
H -7.6149 1.8787 -1.5965 0.21 -0.18 0.38
H -8.4767 1.0986 0.6278 0.31 -0.05 -0.03
H -6.8918 0.2958 2.3923 0.12 0.12 -0.49
H -4.4449 0.2925 1.9148 -0.07 0.01 0.09
H -1.0014 -0.0865 1.1549 -0.01 0.48 -0.09
H 1.4057 1.5339 0.2910 0.18 -0.48 -0.33
H 1.3378 -1.4002 1.3836 1.49 3.16 1.99
H 3.1779 1.5461 -0.3915 -0.05 0.14 -0.12
H 7.0297 0.5405 1.0811 0.08 0.05 0.24
H 6.1084 -1.5664 2.0392 0.04 -0.34 0.19
H 3.6906 -2.0412 1.9541 0.32 0.80 -0.22
H -0.4932 3.4907 -1.4013 -0.02 0.02 0.06
H 0.5531 4.6976 -0.5872 -0.26 -0.54 -0.05
H 1.1101 3.0462 -0.7888 -0.26 0.08 0.10
H 0.1515 3.3854 2.8604 0.14 0.04 -0.14
H 1.4484 2.8098 1.7741 -0.24 0.24 0.08
H 1.0344 4.5450 1.7998 -0.21 -0.59 0.12
C 5.0525 -3.5411 -3.6291 -0.76 -0.61 0.09
C 4.2272 -4.6683 -3.3627 0.16 1.84 0.76
C 3.3032 -4.5718 -2.3136 0.15 -0.86 -0.38
C 3.1783 -3.3965 -1.5687 0.99 -0.14 0.41
S 2.1101 -3.5206 -0.1173 -1.68 -0.52 -0.65
C 1.1207 -1.8957 -0.1075 1.15 0.05 -4.75
C -0.3315 -2.3550 0.0858 -0.38 -0.20 0.06
C -1.3517 -1.8194 -0.7378 0.40 -0.06 0.54
C -2.6232 -2.3805 -0.7130 -1.26 -0.41 0.25
C -2.9392 -3.5333 0.0523 3.51 1.03 -0.45
N -4.1242 -4.2873 -0.1628 -2.93 -1.83 -0.52
O -4.1881 -5.4406 0.3462 0.09 2.71 -1.10
O -5.0327 -3.7916 -0.8782 2.06 -0.98 1.64
C -1.8973 -4.0707 0.8396 -0.98 0.06 0.18
C -0.6539 -3.4646 0.9276 -0.20 1.58 -0.30
O 1.1762 -4.5720 -0.5895 1.54 1.42 1.28
O 2.7539 -3.6394 1.1955 -0.54 -0.37 -1.70
C 3.9867 -2.2903 -1.8417 0.21 -0.64 -0.29
C 4.9324 -2.3652 -2.8743 -0.30 -0.17 -0.26
H 5.7450 -3.5854 -4.4664 0.00 0.05 0.24
H 4.2775 -5.5837 -3.9295 0.17 0.01 -0.12
H 2.7116 -5.4711 -2.0878 0.14 0.75 0.05
H 1.2705 -1.5505 -1.1723 -0.76 -1.04 0.41
H -1.1657 -0.9006 -1.3376 -0.04 -1.01 0.37
H -3.4444 -1.9303 -1.2686 0.27 -0.10 -0.12
H -2.1059 -4.9714 1.4060 0.08 0.13 0.00
H 0.0395 -3.7875 1.7028 0.02 -0.22 -0.49
H 3.8936 -1.4083 -1.2391 0.09 0.30 0.04
H 5.5504 -1.4920 -3.1316 -0.33 -0.49 0.26

***

# 4
40
Properties=species:S:1:pos:R:3:forces:R:3 method="wB97M-V/def2-TZVPD" charge=+2 relative_energy_kcal_mol=34.2 homo_lumo_gap_ev="5.10 / 5.09" lumo_energy_ha="-0.3639 / -0.3640"
Au 0.0525 -1.3005 -1.5841 0.04 1.33 0.15
C 2.7362 -0.2796 -0.5992 0.04 -0.02 -0.03
N 2.1571 -1.6032 -0.9028 -0.19 -0.35 0.03
C 3.0253 -2.3295 -1.8598 0.04 0.02 0.09
C 2.0049 -2.4065 0.3304 0.12 -0.05 0.01
C 0.9315 -1.9033 1.2847 -0.05 0.19 -0.12
N -0.3765 -1.9294 0.6521 -0.13 -0.79 0.11
C -1.4906 -1.6540 1.2520 0.08 0.27 -0.01
C -2.7161 -1.8102 0.4779 -0.05 -0.15 0.06
F -2.6184 -2.1742 -0.7662 -0.03 -0.04 -0.07
C -3.9506 -1.6106 1.0446 0.06 0.01 -0.08
F -5.0405 -1.7695 0.3256 0.02 0.00 0.01
C -4.0364 -1.2392 2.3781 -0.03 0.04 0.06
C -2.8949 -1.0479 3.1663 0.04 0.02 0.01
F -3.0284 -0.6814 4.4235 0.00 -0.02 -0.05
C -1.6518 -1.2179 2.6283 0.06 0.11 0.09
F -0.5809 -1.0175 3.3564 -0.07 -0.01 -0.02
H 3.6755 -0.3962 -0.0503 0.01 0.01 -0.01
H 2.0382 0.3156 -0.0113 0.02 -0.01 0.02
H 2.9354 0.2410 -1.5328 -0.01 0.02 0.00
H 4.0096 -2.5063 -1.4164 0.01 0.01 -0.02
H 3.1434 -1.7308 -2.7592 -0.01 -0.02 -0.01
H 2.5698 -3.2831 -2.1150 0.01 -0.01 -0.01
H 2.9601 -2.4241 0.8670 -0.02 -0.04 0.03
H 1.7652 -3.4300 0.0408 0.01 0.01 -0.04
H 1.1460 -0.9015 1.6693 0.01 0.00 -0.03
H 0.8940 -2.5663 2.1549 0.03 0.03 0.04
H -5.0144 -1.0796 2.8217 0.00 -0.02 0.02
S -1.1391 0.8366 -0.6558 -0.15 -0.41 0.15
C -0.5811 2.4238 -1.0129 0.16 -0.16 -0.46
N -0.2587 3.3270 -0.1001 -0.10 -0.03 0.05
C 0.1045 4.6196 -0.6960 0.00 0.06 -0.02
C -0.0009 4.3280 -2.2116 -0.01 0.04 0.00
N -0.4287 2.9239 -2.2297 0.03 -0.08 0.05
H -0.3817 3.1650 0.8843 0.05 0.00 0.02
H 1.1144 4.8978 -0.4029 -0.01 0.01 0.01
H -0.5835 5.3979 -0.3725 -0.01 -0.01 -0.01
H 0.9529 4.4448 -2.7213 0.00 -0.01 0.00
H -0.7416 4.9548 -2.7036 0.00 0.00 0.00
H -0.7019 2.4163 -3.0542 0.00 0.03 -0.02

***

# 5
13
Properties=species:S:1:pos:R:3:forces:R:3 method="wB97M-V/def2-TZVPD" relative_energy_kcal_mol=81.7 homo_lumo_gap_ev=9.35 smiles="CC=C=O.C=N" lumo_energy_ha=0.0247
C 2.9968 -0.5714 0.3350 -2.47 -1.73 0.38
C -0.8795 1.2164 -0.0627 -0.88 -0.95 -0.34
C -2.6719 -0.5861 0.0947 0.56 -0.37 -2.46
C -1.7002 0.3008 -0.5983 1.60 2.03 -2.67
N 3.5671 0.2437 -0.4164 1.31 -0.12 -0.49
O -0.1671 2.0196 0.3997 -0.33 -0.58 -0.32
H 2.6936 -0.3252 1.4370 0.83 -0.92 -1.70
H -2.8563 -1.5370 -0.4887 0.05 1.20 0.77
H -3.4744 0.0970 0.1320 -1.86 -0.28 0.69
H -2.2083 -0.7694 0.9921 0.21 -0.90 2.55
H 2.5702 -1.5521 -0.2143 0.69 2.10 1.67
H -1.8951 0.4870 -1.7193 0.66 -0.17 1.80
H 4.0251 0.9766 0.1092 -0.38 0.68 0.13

***

# 6
78
Properties=species:S:1:pos:R:3:forces:R:3 method="wB97M-V/def2-TZVPD" relative_energy_kcal_mol=36.6 homo_lumo_gap_ev=6.91 lumo_energy_ha=0.0137
Sr 0.2820 0.6548 0.0392 0.25 -0.05 -0.01
C -3.0535 1.9777 0.8981 -0.04 0.00 -0.02
C -3.7939 0.6874 0.5373 0.02 -0.03 0.01
C -3.2880 -0.1151 -0.6374 -0.02 -0.01 -0.03
C -4.0278 -0.1750 -1.8130 0.00 0.00 -0.01
C -3.6009 -0.9950 -2.8463 0.01 0.00 0.01
C -2.4557 -1.7499 -2.6692 0.01 0.01 0.02
C -1.7655 -1.6145 -1.4752 0.02 -0.01 -0.03
N -2.1545 -0.8090 -0.4880 0.00 0.06 0.05
N -1.7995 1.8293 1.6470 0.04 -0.02 -0.07
C -2.0018 1.1272 2.9192 0.00 0.00 0.03
C -1.7550 -0.3618 2.8876 0.00 0.00 -0.01
C -2.6002 -1.2344 3.5600 0.00 0.01 -0.01
C -2.2867 -2.5840 3.5887 0.01 0.00 0.00
C -1.1361 -3.0125 2.9503 0.01 0.00 -0.01
C -0.3537 -2.0712 2.2981 0.01 -0.01 -0.01
N -0.6544 -0.7740 2.2603 -0.02 -0.05 0.04
C -1.2788 3.1769 1.9076 -0.05 -0.01 0.03
C 0.1092 3.1946 2.4984 0.04 0.00 0.03
C 0.5149 4.2534 3.3012 0.00 0.00 0.01
C 1.8174 4.2773 3.7666 0.02 -0.01 0.00
C 2.6728 3.2393 3.4289 -0.01 -0.02 -0.01
C 2.1822 2.2202 2.6320 0.00 0.02 0.01
N 0.9298 2.1967 2.1787 -0.06 0.01 -0.09
H -3.7518 2.5969 1.4859 0.01 0.00 0.01
H -2.8303 2.5420 -0.0113 0.00 0.01 0.00
H -4.8250 0.9721 0.3205 0.00 0.01 0.00
H -3.8367 0.0270 1.4056 0.00 0.00 0.00
H -4.9339 0.4091 -1.9106 0.00 0.00 0.00
H -4.1631 -1.0492 -3.7698 0.00 0.00 0.00
H -2.0867 -2.4168 -3.4362 -0.01 0.00 -0.01
H -0.8443 -2.1635 -1.3111 0.00 0.00 0.01
H -3.0045 1.3322 3.3213 0.00 0.00 -0.01
H -1.2902 1.5340 3.6408 0.00 0.01 0.00
H -3.4890 -0.8561 4.0495 0.00 -0.01 0.00
H -2.9303 -3.2865 4.1025 0.00 0.00 0.00
H -0.8425 -4.0529 2.9482 -0.01 0.00 0.00
H 0.5574 -2.3512 1.7812 0.00 0.01 0.00
H -1.9583 3.7368 2.5702 0.00 0.00 -0.01
H -1.2343 3.7147 0.9571 0.00 0.02 0.00
H -0.1795 5.0482 3.5404 0.00 0.00 0.01
H 2.1630 5.0958 4.3845 0.00 0.00 0.00
H 3.6989 3.2188 3.7677 0.00 0.00 0.00
H 2.8093 1.3886 2.3293 0.01 0.00 0.00
C 1.9179 -1.2840 -4.3072 0.00 0.00 0.00
C 1.1684 -0.5898 -3.2073 0.09 -0.10 0.03
N 1.3417 -0.8359 -1.9597 -0.14 0.07 0.03
N 2.2265 -1.8237 -1.6305 0.04 -0.06 -0.04
C 2.4579 -1.8550 -0.3275 0.01 -0.01 0.10
O 2.0014 -1.0704 0.5541 -0.14 0.11 -0.05
C 3.3544 -2.9673 0.1365 0.02 0.00 -0.01
C 3.8510 -3.9300 -0.7393 -0.01 0.02 -0.01
C 4.6585 -4.9531 -0.2694 0.00 -0.01 0.00
C 4.9808 -5.0266 1.0802 0.00 0.00 -0.01
C 4.4912 -4.0698 1.9570 0.00 0.00 0.00
C 3.6819 -3.0456 1.4863 0.01 -0.01 0.01
C 0.1672 0.4426 -3.5611 -0.06 0.08 -0.01
C -0.0491 0.7877 -4.8939 0.02 -0.03 -0.02
C -0.9917 1.7517 -5.2110 -0.01 0.02 0.02
C -1.6985 2.3566 -4.1897 0.00 -0.01 -0.01
C -1.4200 1.9590 -2.8909 -0.01 -0.01 0.02
N -0.5269 1.0317 -2.5709 -0.03 -0.01 -0.02
H 2.5726 -2.0330 -3.8750 0.00 0.00 0.00
H 2.5224 -0.5718 -4.8737 -0.01 0.00 0.00
H 1.2317 -1.7666 -5.0074 0.00 0.00 0.00
H 3.5927 -3.8589 -1.7865 0.00 -0.01 0.00
H 5.0394 -5.6965 -0.9584 0.00 0.00 0.01
H 5.6132 -5.8263 1.4447 0.00 0.00 0.00
H 4.7420 -4.1192 3.0093 0.00 0.00 0.00
H 3.2956 -2.2891 2.1564 -0.01 0.01 -0.01
H 0.5215 0.3117 -5.6771 0.00 0.00 0.01
H -1.1602 2.0297 -6.2436 0.00 0.00 0.00
H -2.4321 3.1281 -4.3761 0.00 0.00 -0.01
H -1.9401 2.4285 -2.0640 0.00 0.00 -0.01
I 0.5782 4.4444 -1.1637 0.00 -0.03 0.02
C 1.8395 2.6137 -1.0022 -0.01 0.00 0.02
H 2.7200 3.0523 -0.5177 0.00 -0.01 0.01
H 2.1204 2.4961 -2.0565 0.00 0.02 0.00